1.
Molecular formula: C9H12NOS
Method: DFT, ωB97M-V/def2-TZVPD

Summary:
Expectation value of S²: 2.05
Relative energy (zero: lowest compared OMol25 entry of this formula, charge and spin), kcal per mole: 17.0
F_max, eV Å⁻¹: 5.5
HOMO energy (alpha / beta), eV: -9.069 / -13.235
Orbital gap (alpha / beta), eV: 6.229 / 6.810
E_LUMO (alpha / beta), eV: -2.8 / -6.4
Energy, eV: -23888.4733

```
! wB97M-V def2-TZVPD RIJCOSX def2/J DEFGRID3
* xyz 1 3
C -3.684 0.312 -0.166
C -2.864 1.345 -0.598
C -3.167 -0.908 0.109
C -1.557 1.125 -0.857
C -1.825 -1.181 -0.005
C -0.981 -0.143 -0.654
C 2.196 0.423 1.001
C 3.036 0.184 -0.299
C 0.522 -0.416 -0.741
N 1.017 -0.443 0.694
O 0.739 -1.857 -1.179
S 1.732 0.638 -1.547
H -4.797 0.318 -0.136
H -3.290 2.333 -0.822
H -3.834 -1.721 0.326
H -1.027 1.961 -1.272
H -1.270 -2.134 0.031
H 2.627 0.098 1.845
H 1.760 1.493 1.048
H 3.974 0.818 -0.360
H 3.215 -0.945 -0.284
H 1.321 -1.497 0.637
H 0.194 -0.463 1.337
H 0.929 -2.026 -2.156
*
```

Here are the Löwdin charges for atoms 1 to 4, given in e: -0.06, -0.06, -0.09, -0.05

=====

2.
Molecular formula: C9H12NP
Method: DFT, ωB97M-V/def2-TZVPD

Summary:
Relative energy (zero: lowest compared OMol25 entry of this formula, charge and spin), kcal per mole: 29.7
F_max, eV Å⁻¹: 3.9
HOMO energy, eV: -8.848
Orbital gap, eV: 8.651
E_LUMO, eV: -0.2
Energy, eV: -20304.2196

```
! wB97M-V def2-TZVPD RIJCOSX def2/J DEFGRID3
* xyz 0 1
C -1.819 1.839 0.163
C -0.930 0.920 -0.709
C 0.517 0.953 -0.341
C 1.469 -0.216 -0.371
C 1.202 -1.635 -0.756
C 0.440 -2.429 0.264
C 2.819 0.119 0.021
C 3.760 -0.934 -0.079
N 4.481 -1.838 -0.123
P 3.003 1.905 0.223
C 1.135 2.089 0.106
H -2.608 2.235 -0.564
H -1.190 2.777 0.507
H -2.183 1.325 1.082
H -0.909 1.116 -1.760
H -1.310 -0.163 -0.609
H 0.582 -1.489 -1.655
H 2.140 -2.112 -1.022
H 1.213 -2.864 1.037
H -0.077 -3.302 -0.293
H -0.360 -1.891 0.804
H 3.323 1.946 1.566
H 0.575 3.061 0.090
*
```

Here are the Löwdin charges for atoms 1 to 4, given in e: -0.10, -0.23, -0.28, -0.17

=====

3.
Molecular formula: C9H12O2
Method: DFT, ωB97M-V/def2-TZVPD

Summary:
Expectation value of S²: 2.01
Relative energy (zero: lowest compared OMol25 entry of this formula, charge and spin), kcal per mole: 43.2
F_max, eV Å⁻¹: 4.8
HOMO energy (alpha / beta), eV: -7.289 / -9.117
Orbital gap (alpha / beta), eV: 7.807 / 7.511
E_LUMO (alpha / beta), eV: 0.5 / -1.6
Energy, eV: -13616.0193

```
! wB97M-V def2-TZVPD RIJCOSX def2/J DEFGRID3
* xyz 0 3
O -1.085 -2.097 3.438
O -1.796 -2.829 2.377
H -0.618 -1.288 3.023
C 0.495 0.736 0.813
C -0.377 1.748 1.472
C 1.835 0.404 1.368
C 0.040 0.085 -0.391
C -0.714 -1.140 -0.653
C -0.974 -1.469 -2.011
C -0.542 -0.666 -3.067
C 0.169 0.494 -2.829
C 0.436 0.832 -1.516
H -1.464 1.662 1.266
H -0.134 1.863 2.542
H -0.099 2.704 1.013
H 2.242 -0.590 1.091
H 2.526 1.110 0.892
H 1.893 0.626 2.448
H -1.054 -1.754 0.207
H -1.530 -2.369 -2.325
H -0.759 -0.941 -4.102
H 0.500 1.111 -3.666
H 1.008 1.769 -1.390
*
```

Here are the Löwdin charges for atoms 1 to 4, given in e: -0.07, -0.04, 0.11, -0.34